1.
Molecular formula: C30H64GeNO10P2SSi6Y
Method: DFT, ωB97M-V/def2-TZVPD

Results
ΔE to the lowest compared entry with this formula, charge and spin: 0.0000 eV
HOMO (alpha / beta): -0.2018 / -0.2148 Eh
expectation value of S²: 0.752
charge: -1
2S+1: 2

Each line ends with the Mulliken spin population.
Positions of all 116 atoms, in Å:
Y -0.74 0.02 0.66  0.358
C -2.11 -2.81 -1.19  -0.024
Si -0.53 -3.34 -0.32  0.010
C -0.60 -5.22 -0.13  0.001
C 0.78 -3.04 -1.66  -0.014
C -0.22 -2.41 1.26  0.037
Si -1.22 -3.09 2.67  -0.002
C -1.32 -1.96 4.18  0.000
C -2.98 -3.53 2.18  -0.001
C -0.47 -4.68 3.40  0.000
Si 1.56 -2.36 1.64  0.002
C 2.55 -3.96 1.45  0.000
C 2.03 -1.69 3.34  0.000
C 2.39 -1.12 0.42  0.024
C 3.77 -1.07 0.27  0.000
C 4.35 -0.11 -0.56  0.001
C 3.53 0.79 -1.21  0.021
C 2.16 0.68 -1.02  -0.147
N 1.60 -0.25 -0.25  -0.009
H -2.27 -3.44 -2.07  0.002
H -2.05 -1.77 -1.56  0.052
H -3.00 -2.86 -0.56  0.005
H -0.74 -5.69 -1.11  0.000
H -1.41 -5.55 0.52  0.000
H 0.34 -5.60 0.28  0.000
H 0.54 -3.69 -2.51  0.000
H 1.81 -3.23 -1.37  0.000
H 0.72 -2.01 -2.01  0.027
H -1.43 -0.90 3.95  0.001
H -0.42 -2.07 4.79  0.000
H -2.17 -2.27 4.79  0.000
H -3.51 -2.65 1.81  0.000
H -3.51 -3.90 3.05  0.000
H -3.02 -4.30 1.41  0.000
H 0.52 -4.49 3.83  0.000
H -0.38 -5.49 2.68  0.000
H -1.11 -5.04 4.22  0.000
H 2.15 -4.72 2.12  0.000
H 3.60 -3.80 1.73  0.000
H 2.53 -4.35 0.44  0.000
H 1.85 -2.43 4.12  0.000
H 1.48 -0.78 3.58  0.000
H 3.10 -1.45 3.35  0.000
H 4.39 -1.77 0.80  -0.001
H 5.43 -0.07 -0.68  0.000
H 3.92 1.57 -1.85  0.001
H 1.49 1.37 -1.51  0.140
O -2.35 3.47 2.64  0.002
P -2.32 2.09 1.90  -0.033
O -1.53 2.15 0.60  -0.116
O -1.82 0.92 2.72  0.004
O -3.86 1.83 1.55  0.002
P -4.23 0.26 1.19  -0.007
O -4.38 -0.38 2.65  0.000
O -5.49 0.20 0.44  0.000
O -2.96 -0.32 0.56  -0.033
H -1.41 3.69 2.82  -0.001
H -3.54 -0.24 3.12  -0.001
C 5.92 1.13 5.83  0.000
C 4.79 1.53 4.93  0.000
C 3.53 1.82 5.44  0.000
C 2.47 2.15 4.61  0.000
C 2.68 2.20 3.24  0.001
C 3.93 1.93 2.70  -0.001
C 4.97 1.60 3.55  0.000
S 1.30 2.48 2.15  -0.025
O 0.78 1.10 2.00  -0.026
O 0.39 3.35 2.86  -0.001
O 1.84 3.01 0.92  -0.002
H 5.78 1.53 6.84  0.000
H 6.88 1.48 5.45  0.000
H 5.98 0.04 5.92  0.000
H 3.37 1.78 6.51  0.000
H 1.49 2.37 5.01  0.000
H 4.07 1.99 1.63  0.000
H 5.95 1.39 3.13  0.000
C -4.31 2.67 -1.87  0.003
Si -3.54 1.31 -2.89  0.032
C -4.32 -0.36 -2.63  -0.002
C -3.78 1.73 -4.72  0.039
Ge -1.16 1.37 -2.56  0.522
Si -0.40 3.65 -2.46  0.056
C -0.89 4.63 -0.95  -0.006
C 1.47 3.75 -2.64  0.004
C -1.17 4.48 -3.97  0.045
Si -0.10 0.21 -4.38  0.014
C -0.23 1.31 -5.91  0.041
C -1.01 -1.39 -4.72  0.011
C 1.73 -0.16 -4.19  0.005
H -5.40 2.68 -2.03  0.000
H -3.92 3.64 -2.17  0.002
H -4.14 2.53 -0.80  0.001
H -5.37 -0.30 -2.91  -0.002
H -4.28 -0.68 -1.59  0.005
H -3.84 -1.12 -3.26  0.002
H -4.86 1.83 -4.91  0.005
H -3.41 0.93 -5.37  -0.007
H -3.30 2.67 -5.01  -0.005
H -0.34 4.30 -0.07  0.004
H -1.96 4.54 -0.74  0.001
H -0.66 5.68 -1.14  -0.001
H 1.96 3.53 -1.68  0.000
H 1.75 4.78 -2.91  0.000
H 1.86 3.08 -3.41  0.000
H -2.26 4.53 -3.87  -0.006
H -0.93 3.97 -4.90  -0.005
H -0.80 5.51 -4.03  0.003
H -1.25 1.63 -6.12  -0.005
H 0.14 0.76 -6.78  0.007
H 0.39 2.20 -5.80  -0.007
H -2.07 -1.21 -4.95  0.000
H -0.97 -2.06 -3.86  0.000
H -0.57 -1.92 -5.57  0.000
H 2.31 0.75 -4.04  0.000
H 2.08 -0.63 -5.11  -0.001
H 1.95 -0.84 -3.36  0.000

2.
Molecular formula: C30H65BN2O14P3
Method: DFT, ωB97M-V/def2-TZVPD

Results
HOMO: -0.3951 Eh
charge: +1

Each line ends with the Löwdin charge.
Positions of all 115 atoms, in Å:
C 6.73 -4.18 -0.58  -0.115
O 6.27 -3.21 0.35  -0.207
C 7.21 -2.18 0.60  -0.227
C 6.93 -0.86 -0.19  -0.161
C 5.97 -1.08 -1.39  -0.208
C 5.53 0.34 -1.90  -0.193
C 4.38 0.87 -0.98  -0.203
C 3.12 1.36 -1.76  -0.192
C 1.86 0.46 -1.52  -0.202
C 0.66 1.34 -1.07  -0.220
C -0.71 0.67 -1.36  -0.213
C -1.81 1.23 -0.43  -0.167
C -3.24 1.12 -1.06  -0.094
C -4.03 0.01 -0.40  -0.169
N -3.49 -1.20 -0.47  0.207
N -4.17 -2.16 0.10  -0.139
C -3.55 -3.51 -0.04  -0.091
P -4.09 -4.10 -1.72  0.451
O -5.47 -3.60 -1.89  -0.279
O -3.20 -3.36 -2.84  -0.108
O -3.98 -5.67 -1.83  -0.080
C -5.30 -2.12 0.78  0.032
C -5.93 -0.86 0.89  0.089
C -5.28 0.20 0.27  0.028
B -5.99 1.64 0.34  -0.612
O -6.24 2.30 1.50  0.209
O -6.34 2.21 -0.87  0.035
C -6.77 1.25 -1.86  -0.041
H 6.97 -5.11 -0.03  0.087
H 5.93 -4.43 -1.30  0.086
H 7.63 -3.87 -1.14  0.088
H 7.19 -1.93 1.67  0.116
H 8.25 -2.49 0.38  0.112
H 7.86 -0.46 -0.60  0.113
H 6.52 -0.11 0.51  0.106
H 5.04 -1.57 -1.06  0.102
H 6.45 -1.66 -2.18  0.109
H 5.17 0.20 -2.93  0.100
H 6.40 1.01 -1.89  0.106
H 4.11 0.14 -0.21  0.097
H 4.81 1.74 -0.44  0.105
H 2.89 2.37 -1.37  0.096
H 3.34 1.50 -2.82  0.105
H 1.66 -0.09 -2.45  0.111
H 2.13 -0.26 -0.74  0.102
H 0.78 1.52 0.01  0.121
H 0.72 2.29 -1.62  0.113
H -0.58 -0.41 -1.17  0.106
H -0.92 0.81 -2.43  0.115
H -1.82 0.66 0.51  0.114
H -1.60 2.29 -0.26  0.118
H -3.81 2.06 -1.10  0.120
H -3.11 0.78 -2.10  0.124
H -2.47 -3.36 -0.06  0.120
H -3.85 -4.18 0.77  0.120
H -3.53 -2.46 -2.94  0.082
H -4.49 -5.91 -2.63  0.115
H -5.74 -3.01 1.21  0.160
H -6.88 -0.75 1.40  0.142
H -7.16 2.56 1.58  0.110
H -7.23 1.78 -2.70  0.110
H -7.54 0.57 -1.46  0.098
H -5.93 0.68 -2.30  0.096
O -13.66 1.65 -0.21  -0.212
P -12.50 2.06 -1.05  0.579
O -13.13 3.15 -2.08  -0.201
C -13.59 4.40 -1.56  -0.280
C -12.44 5.28 -1.09  -0.079
O -12.38 0.77 -2.05  -0.213
C -13.09 -0.45 -1.77  -0.292
C -14.45 -0.45 -2.43  -0.071
O -10.92 2.44 -1.48  -0.185
C -9.96 2.61 -0.44  -0.282
C -9.89 1.43 0.51  -0.069
H -14.31 4.23 -0.75  0.114
H -14.12 4.90 -2.37  0.121
H -12.02 4.89 -0.15  0.061
H -12.79 6.29 -0.89  0.082
H -11.65 5.31 -1.83  0.084
H -13.16 -0.62 -0.70  0.101
H -12.49 -1.26 -2.18  0.113
H -15.00 0.48 -2.24  0.075
H -15.05 -1.29 -2.06  0.079
H -14.36 -0.55 -3.51  0.077
H -10.17 3.53 0.12  0.110
H -8.98 2.74 -0.91  0.104
H -10.83 1.31 1.07  0.082
H -9.09 1.58 1.24  0.064
H -9.72 0.50 -0.03  0.085
O 14.11 -0.10 2.83  -0.217
P 12.67 -0.44 3.04  0.607
O 12.28 -1.15 1.61  -0.214
C 12.82 -2.44 1.31  -0.292
C 12.22 -3.52 2.19  -0.081
O 12.05 1.05 2.75  -0.221
C 12.88 2.21 2.74  -0.295
C 13.42 2.50 1.35  -0.076
O 11.16 -0.81 3.68  -0.197
C 11.11 -1.36 5.01  -0.288
C 11.85 -0.50 6.02  -0.082
H 13.91 -2.42 1.40  0.112
H 12.58 -2.64 0.27  0.117
H 12.60 -3.44 3.21  0.063
H 12.48 -4.51 1.82  0.079
H 11.13 -3.43 2.23  0.079
H 13.69 2.11 3.47  0.102
H 12.26 3.05 3.08  0.114
H 13.83 1.61 0.88  0.072
H 14.19 3.27 1.40  0.077
H 12.61 2.86 0.71  0.074
H 11.51 -2.37 5.00  0.102
H 10.06 -1.42 5.28  0.121
H 12.93 -0.48 5.79  0.074
H 11.73 -0.90 7.02  0.082
H 11.50 0.53 5.99  0.087

- charge of number 2 (C30H65BN2O14P3)?
  +1

- Which of these has the lowest charge?
  C30H64GeNO10P2SSi6Y